(1)
Here is a 11-piece molecular cluster, C22H66O22 overall in a non-equilibrium geometry from OMol25. Energies are from ωB97M-V/def2-TZVPD.

Each line ends with the Löwdin charge.
Geometry (Å):
O 0.0439 2.2298 -2.4658  -0.069
C 0.3796 1.8260 -3.7662  -0.229
C 1.3782 0.6949 -3.6724  -0.140
O 0.7026 -0.5445 -3.2288  -0.096
H -0.9002 2.3797 -2.3780  0.102
H -0.5203 1.5986 -4.3376  0.126
H 0.9160 2.6464 -4.2431  0.121
H 2.1494 0.9775 -2.9558  0.120
H 1.8634 0.5431 -4.6366  0.130
H 0.4023 -0.4180 -2.3258  0.020
O -7.8367 0.9964 -0.5553  -0.056
C -6.6682 1.2876 0.1727  -0.257
C -5.5463 1.7410 -0.7277  -0.260
O -4.3727 2.0760 -0.0700  -0.063
H -8.5440 1.3711 -0.0254  0.085
H -6.9521 2.1223 0.8136  0.122
H -6.4043 0.4280 0.7888  0.105
H -5.8023 2.5524 -1.4091  0.132
H -5.3596 0.8341 -1.3030  0.105
H -3.9529 1.2573 0.2041  0.040
O -3.7680 -1.3034 -2.1053  -0.080
C -3.1379 -0.6824 -3.2546  -0.195
C -2.4485 -1.6573 -4.2229  -0.192
O -1.3320 -2.3475 -3.6746  -0.080
H -4.5833 -1.6806 -2.4438  0.094
H -3.9295 -0.0715 -3.6886  0.119
H -2.3983 0.0598 -2.9543  0.097
H -1.9594 -1.0310 -4.9690  0.118
H -3.1477 -2.3499 -4.6915  0.125
H -0.6088 -1.7425 -3.4945  0.037
O 4.2726 -2.1891 -2.6496  -0.066
C 3.1157 -2.9986 -2.6099  -0.246
C 3.1366 -4.1268 -3.6308  -0.272
O 3.4132 -3.5797 -4.8544  -0.054
H 4.3673 -1.6577 -1.8557  0.041
H 3.1015 -3.5345 -1.6608  0.119
H 2.2414 -2.3556 -2.7114  0.096
H 2.2086 -4.6938 -3.7038  0.122
H 3.9927 -4.7668 -3.4172  0.118
H 4.1079 -2.9689 -4.5977  0.071
O -4.2909 -3.1466 1.3784  -0.039
C -4.3614 -1.8988 2.0039  -0.248
C -3.0778 -1.0858 1.8213  -0.175
O -3.1696 -0.4509 0.5595  -0.111
H -5.1869 -3.3097 1.0746  0.093
H -5.1832 -1.3212 1.5807  0.104
H -4.6406 -1.9917 3.0534  0.120
H -2.2227 -1.7612 1.7952  0.114
H -2.9703 -0.2716 2.5379  0.116
H -3.3886 -1.1151 -0.0981  0.062
O 2.6800 3.1069 1.5461  -0.084
C 3.6518 3.6403 0.6981  -0.228
C 4.6434 4.5270 1.4770  -0.248
O 4.2802 5.8321 1.7908  -0.050
H 2.2137 2.5576 0.9117  0.025
H 4.1519 2.7714 0.2703  0.105
H 3.0908 4.1637 -0.0761  0.129
H 5.5154 4.5823 0.8252  0.112
H 4.9098 4.0363 2.4131  0.118
H 4.8185 6.1821 2.5044  0.089
O 1.4238 1.3418 -0.1517  -0.086
C 0.5836 0.5986 0.7250  -0.156
C 0.1202 -0.6968 -0.0203  -0.176
O -0.7793 -0.2279 -0.9983  -0.112
H 0.8310 1.6630 -0.8351  0.056
H 1.0976 0.2069 1.6027  0.132
H -0.3252 1.1651 0.9283  0.119
H -0.4095 -1.3770 0.6467  0.106
H 0.9426 -1.2018 -0.5271  0.126
H -1.5617 0.1367 -0.5782  0.070
O 3.4884 1.0907 3.7805  -0.083
C 3.8100 1.7937 4.9364  -0.239
C 3.6270 1.0149 6.3111  -0.288
O 2.3690 0.6512 6.6205  -0.038
H 3.1399 1.7096 3.1346  0.042
H 4.8931 1.8971 4.8706  0.106
H 3.2326 2.7178 4.9638  0.122
H 4.0723 1.6534 7.0741  0.115
H 4.2574 0.1257 6.3190  0.114
H 2.1003 -0.1873 6.2380  0.099
O -1.5091 -6.6419 -1.6083  -0.080
C -1.8424 -5.6876 -0.5885  -0.198
C -1.4857 -4.3628 -1.2847  -0.266
O -0.2813 -4.4266 -1.9854  -0.077
H -0.8854 -6.2524 -2.2255  0.060
H -2.8994 -5.6972 -0.3223  0.115
H -1.1674 -5.7808 0.2622  0.111
H -1.4178 -3.4895 -0.6360  0.109
H -2.2620 -4.2142 -2.0353  0.113
H -0.3786 -3.7110 -2.6179  0.054
O -2.0991 1.9881 3.3866  -0.073
C -2.3568 3.1087 2.5690  -0.247
C -3.8035 3.6381 2.6719  -0.241
O -3.8901 4.3335 3.8928  -0.059
H -1.9793 2.2888 4.2904  0.090
H -1.5720 3.8299 2.7972  0.120
H -2.0877 2.8028 1.5580  0.096
H -4.4930 2.7949 2.6321  0.111
H -4.0257 4.2376 1.7891  0.113
H -3.5421 5.2171 3.7519  0.089
O 3.9820 -0.2608 -0.4510  -0.068
C 4.7208 -0.2785 0.7619  -0.216
C 6.0392 -1.0032 0.5141  -0.238
O 6.8452 -0.3960 -0.4810  -0.067
H 3.3603 0.4700 -0.4805  0.054
H 5.0131 0.7333 1.0429  0.107
H 4.2183 -0.7531 1.6047  0.118
H 5.9850 -2.0348 0.1664  0.124
H 6.6989 -0.9600 1.3807  0.119
H 7.1187 0.4632 -0.1514  0.080

SMILES: OCCO.OCCO.OCCO.OCCO.OCCO.OCCO.OCCO.OCCO.OCCO.OCCO.OCCO
E_tot: -68922.7571 eV
HOMO level: -9.2 eV
LUMO energy: 0.133 eV
orbital gap: 9.36 eV
relative energy (zero: lowest compared OMol25 entry of this formula, charge and spin): 52.0 kcal per mole

(2)
Here is C24H24N2O9P2PtTe as an isolated structure from OMol25. Energies are from ωB97M-V/def2-TZVPD.

Each line ends with the Löwdin charge.
Geometry (Å):
Pt 0.9282 -0.0903 0.3034  1.211
C 1.6844 -1.3365 4.4553  -0.004
C 1.0972 -0.2723 3.5709  -0.453
O 0.1636 -0.5489 2.8128  -0.159
C 1.6798 1.0419 3.6058  0.016
C 1.5621 2.0206 2.6517  -0.284
C 2.1881 3.3604 2.9171  -0.032
N 0.9796 1.8136 1.4314  -0.043
N 0.9030 2.8924 0.6757  0.097
C 0.6118 2.6136 -0.6137  -0.397
O 0.4271 1.4625 -1.0756  -0.091
C 0.5457 3.7509 -1.5553  -0.146
C 0.0889 5.0023 -1.1542  -0.032
C 0.0121 6.0323 -2.0794  -0.084
C 0.4087 5.8146 -3.3933  -0.086
C 0.8786 4.5670 -3.7863  -0.069
C 0.9421 3.5265 -2.8723  -0.002
H 2.5835 -1.7207 3.9649  0.101
H 0.9810 -2.1570 4.5758  0.080
H 1.9725 -0.9410 5.4297  0.084
H 2.3224 1.2728 4.4453  0.111
H 2.4671 3.4500 3.9641  0.077
H 1.5042 4.1601 2.6415  0.075
H 3.0763 3.4784 2.2921  0.096
H -0.2077 5.1572 -0.1239  0.108
H -0.3523 7.0060 -1.7762  0.101
H 0.3572 6.6230 -4.1126  0.101
H 1.1995 4.4038 -4.8074  0.105
H 1.3196 2.5461 -3.1440  0.109
O 4.5776 -1.1515 -1.7074  -0.109
P 3.2122 -0.3998 -1.4373  0.213
O 2.8408 0.5092 -2.5202  -0.256
O 3.1252 0.0310 0.0316  -0.376
O 2.1227 -1.7293 -1.4404  -0.326
P 2.2914 -2.8391 -0.2867  0.195
O 1.2289 -3.9644 -0.7733  -0.174
O 3.6675 -3.3663 -0.2321  -0.258
O 1.6378 -2.2758 0.9991  -0.545
H 4.6572 -1.9381 -1.1324  0.049
H 1.6879 -4.6693 -1.2422  0.088
Te -0.7721 -2.7915 1.3662  1.837
C -2.4402 -3.8037 0.4977  -0.477
C -2.3531 -4.4374 -0.7365  -0.129
C -3.4786 -5.0383 -1.2816  -0.072
C -4.6861 -5.0102 -0.5934  -0.077
C -4.7667 -4.3892 0.6451  -0.080
C -3.6415 -3.7893 1.1960  -0.141
C -1.1996 -1.1270 0.1058  -0.562
C -1.1730 -1.2996 -1.2916  -0.133
C -1.7924 -0.3725 -2.1014  -0.053
C -2.4730 0.7052 -1.5418  -0.053
C -2.5333 0.8631 -0.1664  -0.066
C -1.9106 -0.0540 0.6674  -0.143
H -1.4092 -4.4693 -1.2680  0.090
H -3.4128 -5.5314 -2.2435  0.108
H -5.5634 -5.4792 -1.0201  0.106
H -5.7047 -4.3720 1.1854  0.107
H -3.7115 -3.3061 2.1650  0.095
H -0.6449 -2.1369 -1.7307  0.101
H -1.7370 -0.4845 -3.1762  0.121
H -2.9509 1.4299 -2.1880  0.116
H -3.0587 1.7051 0.2661  0.115
H -1.9598 0.0529 1.7424  0.100

E_tot: -75805.2463 eV
2S+1: 5
HOMO level (spin up / spin down): -7.8 / -9.1 eV
LUMO energy (spin up / spin down): -0.327 / -2.558 eV
orbital gap (spin up / spin down): 7.44 / 6.58 eV

(3)
Here is a 2-piece molecular cluster, C3H6N3 overall in a non-equilibrium geometry from OMol25. Energies are from ωB97M-V/def2-TZVPD.

Each line ends with the Löwdin charge.
Geometry (Å):
C -0.1477 3.0157 -0.9832  0.046
C 0.1508 -1.2037 1.9191  -0.060
C -0.1236 -0.9481 -0.4859  -0.069
N 0.0442 1.9024 -1.1388  0.085
N -0.3320 -1.1090 0.6669  0.136
N -0.1798 -0.6787 -1.7581  0.168
H -0.4902 3.9334 -0.5565  0.086
H 1.1866 -1.2420 2.0098  0.084
H -0.1238 -2.2251 2.3366  0.148
H -0.1952 -0.3022 2.3910  0.115
H 0.1884 0.2998 -1.9243  0.074
H 0.0223 -1.4426 -2.4765  0.186

E_tot: -7669.6670 eV
HOMO level: -15.6 eV
LUMO energy: -3.482 eV
charge: +1
orbital gap: 12.15 eV
relative energy (zero: lowest compared OMol25 entry of this formula, charge and spin): 39.4 kcal per mole

(4)
Here is C4H6N3 as an isolated structure in a non-equilibrium geometry from OMol25. Energies are from ωB97M-V/def2-TZVPD.

Each line ends with the Löwdin charge.
Geometry (Å):
C -0.1960 -1.2322 -1.5181  -0.041
C 1.0776 -0.7162 -1.6345  -0.057
C -0.8053 -0.1360 0.3888  -0.225
C 0.6134 1.1520 -0.0990  0.018
N -1.0025 -1.0206 -0.4694  0.167
N 1.1839 0.4530 -1.0666  0.100
N -0.9947 -0.1099 1.6760  0.195
H -0.6205 -1.8667 -2.3792  0.169
H 1.8825 -0.9549 -2.4390  0.178
H 0.2842 2.1716 -0.3706  0.140
H 1.0214 1.1805 0.7966  0.068
H -0.8080 0.7350 2.2492  0.155
H -1.1441 -0.9048 2.2617  0.132

E_tot: -8705.1824 eV
HOMO level: -14.0 eV
LUMO energy: -5.999 eV
charge: +1
orbital gap: 7.98 eV
relative energy (zero: lowest compared OMol25 entry of this formula, charge and spin): 76.6 kcal per mole

(5)
Here is a 2-piece molecular cluster, C10H16 overall in a non-equilibrium geometry from OMol25. Energies are from ωB97M-V/def2-TZVPD.

Each line ends with the Löwdin charge.
Geometry (Å):
C 0.3660 -1.5591 1.8270  -0.034
C 1.1361 -0.3174 1.4443  -0.274
C 2.0427 -0.4612 0.3983  -0.072
C 2.2902 0.5731 -0.4912  -0.107
C 1.7237 1.8123 -0.2591  -0.102
C 0.9793 2.0251 0.8930  -0.100
C 0.7128 0.9686 1.7536  -0.069
H 0.9779 -2.4507 1.6382  0.079
H -0.3457 -1.6654 1.0055  0.063
H -0.0490 -1.6144 2.8182  0.076
H 2.4489 -1.4340 0.1546  0.111
H 3.0646 0.4160 -1.2394  0.109
H 2.0049 2.6925 -0.8304  0.103
H 0.7308 3.0486 1.1288  0.102
H 0.2519 1.2470 2.6889  0.109
C -0.6858 -0.2532 -2.0640  -0.095
C -1.5930 0.1742 -0.8638  -0.298
C -2.6979 -0.8194 -0.4874  -0.112
H -0.4500 0.6448 -2.6352  0.072
H 0.3612 -0.4639 -1.8168  0.033
H -1.1070 -1.2023 -2.3843  0.065
H -1.0836 0.7318 -0.0869  0.068
H -2.1267 1.0167 -1.3204  0.090
H -3.0026 -1.3219 -1.3995  0.063
H -2.3774 -1.5297 0.2708  0.050
H -3.5723 -0.2581 -0.1430  0.070

SMILES: Cc1ccccc1.CCC
E_tot: -10628.2014 eV
HOMO level: -8.9 eV
LUMO energy: 1.087 eV
orbital gap: 10.01 eV
relative energy (zero: lowest compared OMol25 entry of this formula, charge and spin): 35.6 kcal per mole

(6)
Here is a 2-piece molecular cluster, C8H5N6O4 overall in a non-equilibrium geometry from OMol25. Energies are from ωB97M-V/def2-TZVPD.

Each line ends with the Löwdin charge.
Geometry (Å):
N 1.5388 0.2000 1.9719  -0.051
C 0.9475 -1.0291 2.0048  -0.250
C -0.4681 -0.8349 1.8288  -0.242
N -0.6971 0.4960 1.6870  -0.042
C 0.5250 1.1073 1.7332  -0.301
H 1.4579 -1.9808 2.1255  0.053
H -1.2336 -1.6050 1.8062  0.060
H 0.6792 2.1648 1.5895  0.062
O -3.1181 -0.0248 -0.5518  0.050
N -3.1506 1.2304 -0.5060  -0.316
C -3.2362 1.8606 0.7728  -0.143
C -3.2319 1.0817 1.9271  0.082
C -3.4252 1.7707 3.0960  -0.092
N -3.4630 1.3442 4.4223  -0.153
O -3.4151 0.2432 4.9428  0.078
O -3.6097 2.5089 5.2306  0.014
N -3.6466 3.6597 4.4286  0.123
C -3.5383 3.2071 3.1412  -0.298
N -3.4986 3.9538 2.0295  0.120
C -3.3121 3.2943 0.8863  -0.019
O -3.1377 1.9445 -1.5390  0.026
H -3.1144 0.0070 1.9418  0.121
H -3.1893 3.8832 -0.0248  0.121

E_tot: -25500.8099 eV
HOMO level: -3.7 eV
LUMO energy: 0.919 eV
charge: -1
orbital gap: 4.65 eV
relative energy (zero: lowest compared OMol25 entry of this formula, charge and spin): 0.0 kcal per mole

(7)
Here is C41H35BBr2F9N3O7S3Sr as an isolated structure in a non-equilibrium geometry from OMol25. Energies are from ωB97M-V/def2-TZVPD.

Each line ends with the Löwdin charge.
Geometry (Å):
Sr 0.0646 -1.2919 0.0336  1.381
O 1.7838 0.7777 1.1459  -0.621
S 1.9243 1.8175 2.2388  0.898
C 3.4195 2.7614 1.6620  -0.313
C 3.6713 2.6647 0.1650  -0.235
C 4.4371 1.3977 -0.2034  -0.250
C 4.8020 1.2985 -1.6736  -0.308
S 3.4795 0.4864 -2.6347  1.003
O 2.6033 -0.2218 -1.6404  -0.543
C 2.5686 1.9231 -3.1848  -0.374
C 1.2684 2.0944 -2.7477  -0.047
C 0.5423 3.1828 -3.2176  -0.045
C 1.1157 4.0722 -4.1155  -0.084
C 2.4174 3.8730 -4.5651  -0.093
C 3.1465 2.7860 -4.1077  -0.099
C 0.7727 3.1424 1.8624  -0.443
C 0.7155 4.2381 2.7113  -0.108
C -0.2093 5.2402 2.4618  -0.096
C -1.0833 5.1317 1.3841  -0.092
C -1.0297 4.0155 0.5591  -0.064
C -0.0917 3.0186 0.7905  -0.094
H 4.2619 2.3559 2.2332  0.080
H 3.2480 3.7903 1.9827  0.073
H 4.2375 3.5390 -0.1733  0.114
H 2.7105 2.6854 -0.3603  0.102
H 3.8281 0.5391 0.0703  0.084
H 5.3588 1.3382 0.3849  0.116
H 5.6745 0.6616 -1.8267  0.081
H 4.9845 2.2667 -2.1472  0.083
H 0.8353 1.3716 -2.0669  0.108
H -0.4756 3.3282 -2.8816  0.112
H 0.5429 4.9173 -4.4789  0.099
H 2.8560 4.5556 -5.2827  0.096
H 4.1554 2.6083 -4.4685  0.107
H 1.3535 4.2805 3.5895  0.110
H -0.2748 6.0900 3.1318  0.093
H -1.8292 5.8990 1.2122  0.092
H -1.7504 3.8890 -0.2398  0.094
H -0.0907 2.1056 0.2075  0.077
C 3.5943 -3.3389 -2.1216  -0.027
C 3.2637 -4.1685 -0.9133  -0.314
C 3.9230 -5.4021 -0.6932  -0.033
C 3.6530 -6.1313 0.4226  -0.052
C 2.7077 -5.6606 1.3578  -0.205
C 2.3739 -6.3234 2.5634  -0.640
Br 3.2212 -7.9732 3.0335  0.680
C 1.4465 -5.8025 3.4146  -0.200
C 0.7986 -4.6017 3.0980  -0.612
Br -0.4899 -3.9147 4.3009  0.750
C 1.0397 -3.8783 1.9259  -0.431
O 0.4212 -2.8025 1.6144  -0.357
C 2.0613 -4.4365 1.0485  -0.119
N 2.3605 -3.7127 -0.0758  0.172
H 4.5305 -3.6656 -2.5772  0.072
H 3.6779 -2.2892 -1.8341  0.047
H 2.8028 -3.3873 -2.8720  0.078
H 4.6491 -5.7495 -1.4180  0.101
H 4.1567 -7.0711 0.6060  0.067
H 1.2009 -6.3113 4.3361  0.084
O -3.2404 -0.7516 0.0474  0.044
B -2.0380 -0.0074 -0.2545  -0.510
O -2.5119 1.3302 -0.5869  0.027
C -3.8702 1.3388 -0.4812  -0.246
C -4.7484 2.3764 -0.6969  -0.014
C -6.1140 2.1118 -0.5282  -0.125
C -6.5553 0.8474 -0.1566  -0.121
C -5.6485 -0.1976 0.0630  -0.001
C -4.3122 0.0795 -0.1005  -0.241
H -4.3900 3.3583 -0.9848  0.103
H -6.8361 2.9048 -0.6870  0.082
H -7.6177 0.6660 -0.0390  0.084
H -5.9778 -1.1899 0.3492  0.114
O 1.5011 -1.6531 -4.0320  -0.099
H 0.6027 -1.9046 -3.7001  0.002
H 1.8613 -1.1454 -3.2983  -0.056
C -4.3068 -0.0349 6.4688  -0.053
C -3.1085 0.7855 6.0736  -0.378
C -2.6723 1.8563 6.8485  -0.077
C -1.5597 2.5254 6.3680  -0.197
N -0.9216 2.1990 5.2563  0.029
C -1.4048 1.1285 4.5481  -0.811
S -0.6076 0.6788 3.0990  0.635
N -2.5021 0.4259 4.9533  0.081
H -4.7847 0.3541 7.3708  0.059
H -3.9994 -1.0678 6.6426  0.073
H -5.0286 -0.0462 5.6508  0.075
H -3.1689 2.1506 7.7642  0.079
H -1.1614 3.3814 6.9123  0.088
F -4.1978 -3.2735 -3.5533  0.136
C -3.0107 -3.3346 -2.9116  -0.543
F -2.5990 -4.6213 -2.9693  0.140
F -3.2286 -3.0565 -1.6354  0.173
C -1.9104 -2.3925 -3.5238  -0.363
O -0.8957 -2.2336 -2.6823  -0.161
C -2.5985 -1.0116 -3.8692  -0.529
F -3.3267 -1.0365 -5.0109  0.133
F -1.6805 -0.0569 -4.0082  0.161
F -3.4315 -0.6309 -2.8887  0.167
C -1.4549 -3.0590 -4.8882  -0.542
F -2.4485 -3.6653 -5.5766  0.130
F -0.9132 -2.1511 -5.7182  0.146
F -0.5196 -3.9852 -4.6614  0.155

E_tot: -260454.3671 eV
HOMO level: -2.0 eV
LUMO energy: 3.404 eV
charge: -2
orbital gap: 5.37 eV
relative energy (zero: lowest compared OMol25 entry of this formula, charge and spin): 54.9 kcal per mole